<i>
Computed, not measured: a cluster of 2 separate species, C19H23N2 in total, with wB97M-V/def2-TZVPD.

Computed properties:
- HOMO-LUMO gap: 5.251 eV
- Charge: +1
- HOMO level: -0.392 Eh
- LUMO energy: -0.199 Ha

Each line ends with the natural charge from an NBO analysis.
Cartesian coordinates (Å):
C -2.86 0.33 1.28  -0.722
C -1.68 1.22 1.17  0.197
C -0.35 0.87 1.26  -0.211
C 0.66 1.91 1.27  0.182
C 0.29 3.35 1.30  -0.667
C 1.99 1.57 1.29  -0.275
C 2.42 0.24 1.30  0.206
C 3.87 -0.11 1.30  -0.665
C 1.46 -0.77 1.32  -0.268
C 0.11 -0.50 1.31  0.188
C -0.81 -1.67 1.31  -0.661
H -3.79 0.90 1.32  0.251
H -2.95 -0.35 0.43  0.266
H -2.82 -0.26 2.20  0.286
H -1.89 2.27 0.98  0.219
H 1.17 3.98 1.32  0.244
H -0.29 3.64 0.42  0.239
H -0.30 3.59 2.19  0.244
H 2.73 2.35 1.30  0.233
H 4.00 -1.19 1.29  0.234
H 4.37 0.29 0.41  0.255
H 4.37 0.28 2.18  0.256
H 1.78 -1.79 1.31  0.230
H -0.25 -2.60 1.31  0.238
H -1.44 -1.69 2.20  0.257
H -1.44 -1.68 0.42  0.234
C -5.40 -3.53 6.18  -0.405
N -4.37 -2.52 5.97  -0.352
C -4.04 -1.92 4.76  0.206
N -3.08 -1.05 4.87  -0.518
C -2.71 -1.04 6.19  0.138
C -3.51 -1.96 6.91  0.098
C -3.33 -2.13 8.29  -0.238
C -2.36 -1.39 8.91  -0.200
C -1.57 -0.47 8.20  -0.227
C -1.73 -0.29 6.86  -0.211
H -5.44 -3.83 7.23  0.226
H -6.37 -3.14 5.89  0.214
H -5.19 -4.41 5.57  0.212
H -4.54 -2.14 3.82  0.196
H -3.94 -2.84 8.83  0.218
H -2.21 -1.51 9.97  0.222
H -0.82 0.09 8.73  0.219
H -1.13 0.41 6.30  0.210

<ii>
Computed, not measured: a cluster of 2 separate species, C19H23N2 in total, with wB97M-V/def2-TZVPD.

Computed properties:
- HOMO-LUMO gap: 6.323 eV
- Charge: +1
- HOMO level: -0.412 Eh
- LUMO energy: -0.179 Ha

Each line ends with the natural charge from an NBO analysis.
Cartesian coordinates (Å):
C 2.40 0.62 -2.28  -0.421
N 1.59 0.88 -1.09  -0.336
C 2.02 0.30 0.10  0.293
C 3.18 -0.50 0.16  -0.230
C 3.56 -1.11 1.36  -0.132
C 2.76 -0.97 2.51  -0.217
C 1.63 -0.18 2.48  -0.124
C 1.25 0.51 1.30  -0.161
C 0.16 1.39 1.25  0.010
C -0.36 1.82 0.03  -0.154
C 0.40 1.60 -1.18  0.311
C -0.09 2.12 -2.40  -0.283
C -1.32 2.79 -2.44  -0.110
C -2.09 2.93 -1.28  -0.219
C -1.62 2.46 -0.07  -0.115
H 1.96 1.10 -3.15  0.229
H 3.42 1.01 -2.15  0.230
H 2.46 -0.46 -2.47  0.229
H 3.79 -0.64 -0.74  0.230
H 4.47 -1.71 1.38  0.243
H 3.06 -1.48 3.43  0.243
H 0.98 -0.08 3.35  0.235
H -0.36 1.68 2.17  0.272
H 0.47 1.99 -3.34  0.231
H -1.67 3.18 -3.39  0.242
H -3.06 3.42 -1.33  0.243
H -2.19 2.55 0.86  0.241
C 1.02 5.30 2.18  -0.612
C -0.25 4.94 2.93  -0.042
C -0.64 5.77 4.18  -0.413
C -1.17 4.75 5.20  -0.418
C -0.74 3.36 4.71  -0.222
N -0.24 3.53 3.35  -0.663
H 0.96 6.32 1.77  0.228
H 1.90 5.24 2.84  0.208
H 1.16 4.61 1.34  0.198
H -1.09 5.07 2.23  0.167
H 0.23 6.32 4.57  0.210
H -1.42 6.48 3.91  0.220
H -0.77 4.94 6.20  0.224
H -2.26 4.81 5.24  0.212
H 0.02 2.92 5.37  0.188
H -1.60 2.68 4.70  0.183
H 0.66 3.08 3.21  0.356

Stability summary - winner: <ii>; margin: 0.583 eV.

<i>
Computed, not measured: the molecule C7H3N, with wB97M-V/def2-TZVPD.

Computed properties:
- HOMO-LUMO gap: 9.247 eV
- HOMO level: -0.364 Eh
- Structure (SMILES): C#CC(=C)C#CC#N
- LUMO energy: -0.024 Ha

Each line ends with the natural charge from an NBO analysis.
Cartesian coordinates (Å):
C -0.99 -1.99 -0.70  -0.249
C -0.64 -1.04 0.09  -0.193
C -0.96 -1.37 1.49  -0.048
C -1.50 -1.34 2.56  -0.203
C 0.04 0.14 -0.16  0.080
C 0.63 1.17 -0.44  -0.058
C 1.68 2.03 -1.12  0.238
H -0.89 -1.88 -1.76  0.208
H -1.60 -2.74 -0.29  0.217
H -1.90 -1.69 3.62  0.268
N 2.12 2.96 -1.71  -0.260

<ii>
Computed, not measured: the molecule C7H3N, with wB97M-V/def2-TZVPD.

Computed properties:
- HOMO-LUMO gap: 7.076 eV
- HOMO level: -0.305 Eh
- LUMO energy: -0.045 Ha

Each line ends with the natural charge from an NBO analysis.
Cartesian coordinates (Å):
C 1.42 0.30 1.20  -0.346
C 0.76 -0.76 1.49  -0.024
C -1.14 0.17 2.16  0.114
C -0.59 -0.96 1.77  -0.133
C 0.42 1.54 0.90  0.031
C -0.91 1.26 1.46  0.003
C -0.89 -0.01 -0.54  -0.024
N -0.74 1.11 0.12  -0.293
H 2.49 0.52 1.08  0.246
H -0.25 -0.14 -1.36  0.198
H -1.82 -0.69 -0.50  0.227

Stability summary - winner: <i>; margin: 6.651 eV.

<i>
Computed, not measured: a structure of composition C31H29N11O6STi, with wB97M-V/def2-TZVPD.

Computed properties:
- ⟨S²⟩: 0.754
- HOMO-LUMO gap (alpha / beta): 6.215 / 6.118 eV
- 2S+1: 2
- Charge: +1
- HOMO level (alpha / beta): -0.359 / -0.359 Eh
- LUMO energy (alpha / beta): -0.130 / -0.134 Ha

Each line ends with the Löwdin charge.
Cartesian coordinates (Å):
Ti 0.39 -0.40 0.87  0.955
O 6.56 -1.75 3.46  -0.008
C 6.20 -2.13 2.34  -0.688
O 6.80 -2.67 1.40  -0.011
C 4.69 -1.92 2.07  -0.041
C 4.11 -2.40 0.90  0.084
C 2.77 -2.15 0.66  -0.177
N 2.06 -1.41 1.52  0.006
C 2.56 -1.06 2.71  -0.173
C 3.88 -1.29 3.02  0.093
C 1.51 -0.55 3.63  -0.181
C 1.75 -0.20 4.95  0.030
C 0.67 0.14 5.75  -0.021
C -0.61 0.12 5.21  -0.025
C -0.77 -0.22 3.87  -0.111
N 0.27 -0.55 3.10  0.024
C 1.93 -2.76 -0.39  -0.196
C 2.44 -3.60 -1.36  0.024
C 1.56 -4.24 -2.22  -0.024
C 0.20 -4.02 -2.07  -0.028
C -0.23 -3.14 -1.09  -0.145
N 0.61 -2.50 -0.27  0.036
H 4.75 -2.97 0.24  0.125
H 4.35 -1.04 3.96  0.127
H 2.75 -0.21 5.34  0.126
H 0.82 0.42 6.78  0.121
H -1.48 0.36 5.80  0.115
H -1.74 -0.23 3.39  0.088
H 3.51 -3.76 -1.43  0.124
H 1.93 -4.90 -2.99  0.121
H -0.53 -4.51 -2.70  0.115
H -1.28 -2.93 -0.95  0.059
C -5.08 2.50 -1.74  0.013
C -4.67 1.39 -0.86  -0.320
N -5.45 0.69 -0.11  0.152
N -4.63 -0.21 0.50  0.048
C -3.35 -0.07 0.15  -0.678
S -2.12 -1.11 0.70  0.735
N -3.37 0.94 -0.75  -0.075
N -2.24 1.47 -1.34  0.141
H -6.14 2.66 -1.64  0.094
H -4.85 2.28 -2.79  0.092
H -4.55 3.42 -1.47  0.089
H -4.99 -0.87 1.16  0.163
H -2.13 2.43 -1.04  0.114
H -2.30 1.38 -2.36  0.080
C -2.34 4.24 3.29  0.001
N -1.22 3.51 2.71  -0.038
C 0.06 3.90 2.93  -0.025
C 1.12 3.22 2.44  0.039
C 0.80 2.04 1.70  -0.474
O 1.67 1.21 1.28  -0.107
N -0.46 1.68 1.43  0.110
C -1.52 2.37 1.95  -0.506
O -2.69 2.05 1.79  0.042
H -1.98 5.18 3.67  0.094
H -2.80 3.66 4.09  0.102
H -3.10 4.41 2.52  0.096
H 0.17 4.79 3.53  0.138
H 2.14 3.51 2.62  0.124
O -1.35 -2.39 -6.80  -0.024
C -1.54 -1.01 -6.55  -0.229
N -0.53 -0.64 -5.59  0.112
C -0.80 -0.02 -4.43  -0.427
O -1.91 0.42 -4.13  0.055
C 0.34 0.14 -3.48  -0.095
C 1.61 0.60 -3.83  0.024
C 2.54 0.81 -2.83  -0.005
C 2.18 0.57 -1.51  -0.074
N 0.96 0.11 -1.18  -0.005
C 0.07 -0.10 -2.15  -0.089
H -1.75 -2.61 -7.65  0.099
H -2.51 -0.80 -6.10  0.127
H -1.43 -0.43 -7.47  0.136
H 0.37 -1.09 -5.70  0.152
H 1.86 0.81 -4.86  0.130
H 3.53 1.17 -3.05  0.122
H 2.86 0.74 -0.69  0.122
H -0.89 -0.48 -1.85  0.083

<ii>
Computed, not measured: a structure of composition C31H29N11O6STi, with wB97M-V/def2-TZVPD.

Computed properties:
- ⟨S²⟩: 0.753
- HOMO-LUMO gap (alpha / beta): 7.014 / 6.878 eV
- 2S+1: 2
- Charge: +1
- HOMO level (alpha / beta): -0.404 / -0.404 Eh
- LUMO energy (alpha / beta): -0.146 / -0.151 Ha

Each line ends with the Löwdin charge.
Cartesian coordinates (Å):
Ti 0.62 -0.12 -0.22  1.118
O 3.35 1.22 5.35  -0.016
C 3.93 0.21 4.87  -0.635
O 4.92 -0.42 5.23  0.071
C 3.17 -0.33 3.67  -0.051
C 1.79 -0.52 3.75  0.079
C 1.09 -0.72 2.59  -0.178
N 1.72 -0.70 1.41  0.007
C 3.05 -0.70 1.32  -0.187
C 3.82 -0.54 2.45  0.097
C 3.51 -0.89 -0.08  -0.180
C 4.83 -1.05 -0.44  0.036
C 5.13 -1.29 -1.78  -0.011
C 4.11 -1.37 -2.69  -0.018
C 2.80 -1.21 -2.25  -0.085
N 2.50 -0.96 -0.98  0.030
C -0.35 -1.07 2.43  -0.203
C -1.19 -1.40 3.46  0.016
C -2.46 -1.89 3.15  -0.014
C -2.82 -2.06 1.83  -0.023
C -1.92 -1.69 0.84  -0.125
N -0.72 -1.18 1.13  0.021
H 1.30 -0.45 4.72  0.144
H 4.90 -0.51 2.43  0.143
H 5.61 -0.99 0.31  0.129
H 6.16 -1.41 -2.08  0.126
H 4.30 -1.58 -3.74  0.120
H 1.96 -1.28 -2.93  0.117
H -0.87 -1.30 4.49  0.129
H -3.15 -2.15 3.95  0.126
H -3.78 -2.46 1.55  0.124
H -2.16 -1.77 -0.21  0.086
C -1.35 2.26 3.93  0.013
C -2.27 1.80 2.88  -0.327
N -3.53 1.56 3.03  0.143
N -3.95 1.17 1.79  0.032
C -3.01 1.16 0.84  -0.773
S -3.20 0.77 -0.77  0.733
N -1.91 1.56 1.56  -0.042
N -0.61 1.67 1.04  0.128
H -1.89 2.29 4.87  0.101
H -0.97 3.26 3.72  0.096
H -0.48 1.62 4.05  0.061
H -4.93 0.98 1.62  0.155
H -0.59 2.39 0.30  0.088
H -0.02 2.00 1.81  0.096
C -1.62 -1.48 -4.25  0.021
N -1.28 -0.22 -3.59  -0.028
C -1.62 1.01 -4.14  -0.022
C -1.35 2.17 -3.53  0.032
C -0.71 2.17 -2.22  -0.536
O -0.52 3.15 -1.53  0.039
N -0.32 0.91 -1.78  0.003
C -0.63 -0.22 -2.41  -0.577
O -0.25 -1.28 -1.80  -0.089
H -2.59 -1.37 -4.73  0.101
H -1.68 -2.27 -3.51  0.095
H -0.88 -1.74 -5.00  0.102
H -2.13 0.95 -5.09  0.139
H -1.65 3.11 -3.97  0.127
O 1.92 2.62 3.85  -0.115
C 2.62 3.81 3.57  -0.242
N 4.01 3.62 3.23  0.122
C 4.54 3.30 2.02  -0.435
O 5.74 3.17 1.85  0.085
C 3.66 3.04 0.82  -0.077
C 4.12 3.48 -0.42  0.037
C 3.47 3.07 -1.56  -0.002
C 2.44 2.16 -1.45  -0.113
N 2.00 1.69 -0.28  0.001
C 2.58 2.17 0.84  -0.060
H 2.48 2.09 4.51  0.015
H 2.60 4.49 4.42  0.133
H 2.12 4.30 2.73  0.124
H 4.67 3.57 3.99  0.161
H 4.99 4.12 -0.46  0.137
H 3.78 3.41 -2.54  0.122
H 1.95 1.77 -2.34  0.112
H 2.22 1.81 1.79  0.097

Stability summary - winner: <ii>; margin: 0.519 eV.

<i>
Computed, not measured: the molecule C2H3ClF2, with wB97M-V/def2-TZVPD.

Computed properties:
- HOMO-LUMO gap: 12.081 eV
- HOMO level: -0.417 Eh
- Structure (SMILES): FC(F)CCl
- LUMO energy: 0.027 Ha

Each line ends with the natural charge from an NBO analysis.
Cartesian coordinates (Å):
C -0.37 -0.49 0.71  -0.459
C 0.95 -0.12 0.31  0.558
H -0.49 -1.54 0.81  0.244
H -0.47 0.15 1.48  0.243
H 1.69 -0.11 1.26  0.128
F 0.93 1.21 0.02  -0.350
F 1.86 -0.65 -0.57  -0.330
Cl -1.73 0.01 -0.28  -0.035

<ii>
Computed, not measured: the molecule C2H3ClF2, with wB97M-V/def2-TZVPD.

Computed properties:
- HOMO-LUMO gap: 12.542 eV
- HOMO level: -0.427 Eh
- Structure (SMILES): CC(F)(F)Cl
- LUMO energy: 0.034 Ha

Each line ends with the natural charge from an NBO analysis.
Cartesian coordinates (Å):
C -1.03 0.15 1.32  -0.692
C -0.22 0.28 0.05  0.678
H -2.03 0.13 0.93  0.246
H -0.85 1.07 1.83  0.242
H -0.69 -0.67 1.95  0.249
F 0.58 1.40 0.06  -0.335
F -0.99 0.33 -1.11  -0.338
Cl 0.87 -1.10 -0.20  -0.050

Stability summary - winner: <ii>; margin: 1.291 eV.

<i>
Computed, not measured: a cluster of 4 separate species, C4H14O2S2 in total, with wB97M-V/def2-TZVPD.

Computed properties:
- HOMO-LUMO gap: 4.500 eV
- HOMO level: -0.321 Eh
- LUMO energy: -0.156 Ha

Each line ends with the natural charge from an NBO analysis.
Cartesian coordinates (Å):
C -1.20 1.92 -0.05  -0.427
C -1.27 1.63 1.46  -0.618
C -1.05 0.63 -0.85  -0.581
S -2.05 -0.73 -0.25  0.008
S 1.86 1.01 0.34  0.036
C 2.57 -0.32 -0.77  -0.729
H -2.14 2.37 -0.39  0.213
H -0.39 2.61 -0.24  0.221
H -0.42 1.02 1.78  0.220
H -1.34 2.59 1.97  0.217
H -2.19 1.10 1.70  0.222
H -1.34 0.60 -1.91  0.279
H 0.04 0.29 -0.87  0.265
H 3.64 -0.15 -0.80  0.238
H 2.26 -1.27 -0.35  0.244
H 2.16 -0.15 -1.76  0.236
H -0.06 -1.64 1.43  0.460
H 1.13 -0.73 1.52  0.465
O 0.77 -1.55 1.92  -0.948
H -0.51 -1.81 -1.51  0.467
H 0.18 -3.13 -1.82  0.475
O 0.28 -2.18 -1.93  -0.964

<ii>
Computed, not measured: a cluster of 3 separate species, C4H14O2S2 in total, with wB97M-V/def2-TZVPD.

Computed properties:
- HOMO-LUMO gap: 9.296 eV
- HOMO level: -0.319 Eh
- Structure (SMILES): CCSSCC.O.O
- LUMO energy: 0.023 Ha

Each line ends with the natural charge from an NBO analysis.
Cartesian coordinates (Å):
C -2.02 -0.79 -1.61  -0.636
C -1.83 -0.10 -0.28  -0.517
S -0.99 1.53 -0.52  0.078
S 1.02 1.33 -0.33  0.043
C 1.61 1.35 1.43  -0.530
C 1.68 0.00 2.10  -0.632
H -2.57 -0.14 -2.30  0.213
H -2.54 -1.74 -1.46  0.216
H -1.11 -1.18 -2.06  0.226
H -1.24 -0.63 0.44  0.217
H -2.80 0.03 0.22  0.226
H 2.53 1.90 1.45  0.228
H 0.85 2.00 1.93  0.226
H 1.72 0.19 3.18  0.223
H 2.58 -0.63 1.89  0.215
H 0.89 -0.71 1.85  0.205
H -0.45 -4.07 0.33  0.471
H -0.16 -2.69 -0.02  0.470
O -0.58 -3.19 0.70  -0.948
H 1.74 -1.17 -1.40  0.519
H 0.96 -1.61 0.05  0.488
O 1.19 -1.76 -0.86  -1.001

Stability summary - winner: <ii>; margin: 3.715 eV.

<i>
Computed, not measured: the molecule C4H6F2, with wB97M-V/def2-TZVPD.

Computed properties:
- HOMO-LUMO gap: 9.918 eV
- HOMO level: -0.333 Eh
- Structure (SMILES): C/C(F)=C\CF
- LUMO energy: 0.031 Ha

Each line ends with the natural charge from an NBO analysis.
Cartesian coordinates (Å):
C -1.07 0.90 0.47  -0.732
C -0.08 0.97 -0.48  0.407
C 0.71 -0.16 -0.92  -0.314
C 0.93 -1.16 0.29  0.022
H -1.95 0.91 -0.08  0.258
H -1.36 -0.09 0.91  0.259
H -1.09 1.73 1.34  0.233
H 1.12 -0.48 -2.00  0.263
H -0.04 -1.42 0.94  0.158
H 1.63 -0.86 1.08  0.177
F -0.05 2.09 -1.37  -0.357
F 1.25 -2.43 -0.19  -0.374

<ii>
Computed, not measured: the molecule C4H6F2, with wB97M-V/def2-TZVPD.

Computed properties:
- HOMO-LUMO gap: 11.939 eV
- HOMO level: -0.395 Eh
- Structure (SMILES): F[C@@H]1CC[C@H]1F
- LUMO energy: 0.044 Ha

Each line ends with the natural charge from an NBO analysis.
Cartesian coordinates (Å):
C 0.22 0.47 0.96  0.166
C 0.20 -0.98 0.42  -0.445
C -0.28 -0.52 -1.00  -0.448
C -0.29 0.93 -0.44  0.182
H -0.50 0.66 1.84  0.186
H 1.28 -1.24 0.34  0.231
H -0.41 -1.69 1.07  0.226
H -1.27 -0.88 -1.43  0.233
H 0.56 -0.65 -1.70  0.215
H 0.50 1.54 -0.92  0.175
F 1.55 0.93 1.19  -0.374
F -1.56 1.43 -0.33  -0.345

Stability summary - winner: <ii>; margin: 1.779 eV.